Record 1
{
  "formula": "C8H14FN2",
  "method": "wB97M-V/def2-TZVPD",
  "relative_energy_kj_mol": 425.7,
  "spin_multiplicity": 1,
  "total_charge": 1,
  "e_homo_ev": -12.910,
  "species": ["C", "C", "C", "C", "C", "C", "C", "C", "N", "N", "F", "H", "H", "H", "H", "H", "H", "H", "H", "H", "H", "H", "H", "H", "H"],
  "coordinates": [[1.846, 3.003, -0.501], [3.136, -1.667, -1.847], [1.008, 2.176, 0.049], [3.001, -1.402, -0.544], [-0.208, 0.956, 1.966], [-3.447, -1.130, -0.886], [-0.877, -0.374, 1.594], [-2.254, -1.002, -0.374], [0.159, 1.506, 0.635], [-1.699, 0.082, 0.389], [1.676, -1.130, -0.251], [1.736, 4.009, -0.588], [2.828, 2.730, -1.079], [2.416, -1.479, -2.610], [4.018, -1.998, -2.211], [-0.804, 1.780, 2.296], [0.719, 0.764, 2.572], [-3.466, -2.042, -1.436], [-4.211, -0.518, -0.622], [-0.339, -1.191, 1.078], [-1.370, -0.740, 2.494], [-1.428, -1.831, -0.572], [3.517, -1.477, 0.306], [-2.394, 0.750, 0.763], [-0.798, 0.855, -0.022]],
  "lowdin_charge": [0.078, 0.073, -0.086, -0.120, -0.092, 0.069, -0.100, -0.181, 0.021, -0.047, -0.081, 0.034, 0.131, 0.069, 0.025, 0.129, 0.154, 0.074, 0.044, 0.112, 0.135, 0.165, 0.068, 0.172, 0.153]
}

***

Record 2
{
  "formula": "C40H44N4P",
  "method": "wB97M-V/def2-TZVPD",
  "relative_energy_kj_mol": 268.8,
  "spin_multiplicity": 1,
  "total_charge": 1,
  "e_homo_ev": -8.900,
  "species": ["C", "N", "C", "C", "C", "C", "C", "P", "C", "C", "C", "C", "N", "C", "C", "C", "C", "C", "C", "C", "C", "N", "C", "C", "C", "C", "C", "C", "H", "H", "H", "H", "H", "H", "H", "H", "H", "H", "H", "H", "H", "H", "H", "H", "H", "H", "H", "H", "H", "H", "H", "H", "H", "H", "H", "H", "H", "H", "C", "N", "C", "C", "C", "C", "C", "C", "C", "C", "C", "C", "C", "C", "C", "C", "C", "H", "H", "H", "H", "H", "H", "H", "H", "H", "H", "H", "H", "H", "H"],
  "coordinates": [[2.240, -5.095, -3.518], [0.964, -4.694, -2.982], [-0.195, -5.468, -3.378], [0.870, -3.624, -2.146], [-0.360, -3.319, -1.514], [-0.438, -2.223, -0.677], [0.701, -1.454, -0.361], [0.502, 0.057, 0.636], [1.874, 0.975, -0.193], [1.787, 1.190, -1.580], [2.849, 1.661, -2.304], [4.068, 1.940, -1.645], [5.107, 2.400, -2.394], [6.313, 2.896, -1.778], [4.929, 2.735, -3.788], [4.163, 1.742, -0.249], [3.059, 1.319, 0.475], [-0.815, 0.896, -0.370], [-1.111, 2.248, -0.087], [-2.047, 2.972, -0.813], [-2.545, 2.428, -2.033], [-3.255, 3.173, -2.926], [-3.332, 2.793, -4.322], [-3.999, 4.349, -2.541], [-2.191, 1.116, -2.378], [-1.337, 0.393, -1.572], [1.937, -1.849, -0.889], [1.996, -2.800, -1.886], [2.970, -5.241, -2.712], [2.085, -6.043, -4.034], [2.645, -4.354, -4.222], [-0.773, -5.780, -2.498], [-0.856, -4.906, -4.057], [0.191, -6.357, -3.887], [-1.236, -3.940, -1.695], [-1.420, -1.942, -0.302], [0.881, 0.975, -2.146], [2.755, 1.789, -3.380], [6.823, 2.088, -1.244], [6.932, 3.245, -2.612], [6.090, 3.704, -1.065], [4.544, 1.892, -4.373], [4.217, 3.566, -3.923], [5.915, 3.022, -4.160], [5.107, 1.906, 0.265], [3.116, 1.222, 1.553], [-0.591, 2.762, 0.706], [-2.319, 3.973, -0.494], [-2.340, 2.696, -4.791], [-3.846, 1.830, -4.447], [-3.903, 3.578, -4.831], [-3.331, 5.205, -2.360], [-4.659, 4.588, -3.381], [-4.597, 4.168, -1.639], [-2.541, 0.682, -3.320], [-1.050, -0.569, -1.980], [2.859, -1.315, -0.633], [2.901, -2.921, -2.486], [-4.679, 0.412, 6.296], [-3.610, 0.237, 5.322], [-2.613, -0.687, 5.441], [-1.612, -0.457, 4.449], [-0.282, -0.980, 4.346], [0.162, -2.140, 3.644], [-0.465, -2.506, 2.428], [-0.076, -3.675, 1.805], [1.128, -4.295, 2.146], [1.735, -3.989, 3.372], [1.208, -2.967, 4.158], [-2.118, 0.692, 3.694], [-1.440, 1.588, 2.889], [-1.847, 2.923, 2.876], [-3.118, 3.280, 3.337], [-3.906, 2.357, 4.037], [-3.353, 1.097, 4.253], [-5.205, 1.343, 6.064], [-5.398, -0.418, 6.273], [-4.270, 0.467, 7.316], [-2.607, -1.405, 6.259], [0.340, -0.721, 5.214], [-1.213, -1.817, 2.029], [-0.707, -4.056, 1.001], [1.595, -5.002, 1.445], [2.610, -4.540, 3.716], [1.594, -2.764, 5.166], [-0.576, 1.206, 2.339], [-1.178, 3.690, 2.483], [-3.501, 4.273, 3.134], [-4.899, 2.573, 4.425]],
  "lowdin_charge": [-0.066, -0.201, -0.055, -0.229, -0.036, -0.187, -0.398, 1.106, -0.393, -0.088, -0.012, -0.232, -0.204, -0.062, -0.069, -0.029, -0.104, -0.359, -0.114, 0.004, -0.237, -0.204, -0.064, -0.064, -0.023, -0.119, -0.076, -0.009, 0.094, 0.081, 0.095, 0.083, 0.101, 0.083, 0.102, 0.114, 0.107, 0.098, 0.089, 0.082, 0.098, 0.086, 0.101, 0.082, 0.097, 0.096, 0.080, 0.102, 0.099, 0.083, 0.083, 0.090, 0.081, 0.094, 0.103, 0.093, 0.115, 0.105, -0.001, -0.097, 0.023, -0.136, 0.159, -0.197, -0.016, -0.051, 0.007, -0.036, 0.015, -0.121, -0.057, -0.081, -0.058, -0.006, -0.161, 0.082, 0.100, 0.102, 0.140, 0.146, 0.119, 0.113, 0.134, 0.120, 0.130, 0.011, 0.110, 0.108, 0.106]
}

***

Record 3
{
  "formula": "C5H22N2O5",
  "method": "wB97M-V/def2-TZVPD",
  "relative_energy_kj_mol": 233.0,
  "spin_multiplicity": 1,
  "smiles": "CCCC/N=C\\N.O.O.O.O.O",
  "e_homo_ev": -9.998,
  "species": ["C", "C", "C", "C", "N", "C", "N", "H", "H", "H", "H", "H", "H", "H", "H", "H", "H", "H", "H", "O", "H", "H", "O", "H", "H", "O", "H", "H", "O", "H", "H", "O", "H", "H"],
  "coordinates": [[-1.689, -2.309, 2.124], [-0.585, -2.151, 1.064], [-0.676, -0.820, 0.317], [0.661, -0.466, -0.357], [0.395, 0.684, -1.272], [1.092, 0.962, -2.279], [2.047, 0.172, -2.994], [-1.545, -1.638, 2.981], [-2.738, -2.240, 1.812], [-1.453, -3.330, 2.427], [0.365, -2.018, 1.628], [-0.655, -2.940, 0.332], [-1.113, 0.069, 0.784], [-1.485, -0.925, -0.451], [1.206, -1.232, -0.905], [1.280, 0.106, 0.356], [0.822, 1.822, -2.891], [3.011, 0.244, -2.686], [1.821, -0.815, -3.016], [1.991, -1.396, 2.976], [1.908, -2.221, 3.458], [1.095, -1.199, 2.719], [0.045, 3.743, 0.089], [0.490, 2.883, 0.200], [-0.205, 3.693, -0.845], [-2.221, 3.725, -2.086], [-1.706, 4.125, -1.379], [-1.669, 2.979, -2.349], [3.960, 0.277, -0.504], [3.424, -0.022, 0.242], [3.779, 1.223, -0.342], [-4.213, -0.166, 0.282], [-3.487, 0.057, -0.296], [-3.953, -0.876, 0.858]],
  "lowdin_charge": [-0.095, -0.252, -0.228, -0.204, 0.021, -0.287, 0.047, 0.081, 0.060, 0.071, 0.073, 0.114, 0.116, 0.108, 0.112, 0.105, 0.099, 0.057, 0.070, -0.045, 0.047, -0.009, -0.061, 0.024, -0.002, -0.045, 0.006, 0.023, -0.058, 0.021, 0.057, -0.037, 0.015, -0.003]
}

***

Record 4
{
  "formula": "C48H40CaFN5S4",
  "method": "wB97M-V/def2-TZVPD",
  "relative_energy_kj_mol": 0.0,
  "spin_multiplicity": 1,
  "e_homo_ev": -5.349,
  "species": ["Ca", "N", "S", "N", "S", "N", "S", "N", "C", "C", "C", "C", "C", "C", "C", "C", "C", "C", "C", "C", "C", "C", "C", "C", "C", "C", "C", "C", "C", "C", "C", "C", "C", "C", "C", "C", "C", "C", "C", "C", "C", "C", "C", "C", "H", "H", "H", "H", "H", "H", "H", "H", "H", "H", "H", "H", "H", "H", "H", "H", "H", "H", "H", "H", "H", "H", "H", "H", "H", "H", "H", "H", "H", "H", "S", "C", "C", "C", "C", "C", "N", "H", "H", "H", "H", "F", "C", "C", "C", "C", "C", "C", "C", "H", "H", "H", "H", "H", "H"],
  "coordinates": [[-3.017, 1.202, -0.177], [-1.768, 1.215, 1.799], [-0.492, 0.765, 2.302], [0.381, -0.418, 1.532], [0.944, -0.376, 0.109], [0.185, 0.212, -1.076], [-0.880, -0.216, -2.297], [-2.268, 0.166, -2.172], [-0.010, 0.652, -3.610], [-0.826, 1.393, -4.446], [-0.251, 2.162, -5.450], [1.126, 2.180, -5.608], [1.939, 1.435, -4.758], [1.372, 0.673, -3.751], [-0.572, -1.948, -2.627], [0.189, -2.368, -3.714], [0.293, -3.722, -3.989], [-0.354, -4.643, -3.180], [-1.115, -4.212, -2.104], [-1.246, -2.858, -1.825], [2.475, 0.548, 0.144], [3.425, 0.170, 1.083], [4.624, 0.859, 1.136], [4.852, 1.923, 0.270], [3.884, 2.300, -0.648], [2.683, 1.607, -0.720], [1.472, -2.060, -0.097], [2.500, -2.349, -0.983], [2.894, -3.668, -1.131], [2.251, -4.670, -0.412], [1.210, -4.361, 0.453], [0.813, -3.043, 0.622], [0.730, 2.055, 2.495], [1.783, 1.981, 3.396], [2.693, 3.027, 3.447], [2.545, 4.122, 2.603], [1.479, 4.184, 1.716], [0.554, 3.150, 1.665], [-0.563, -0.048, 3.895], [0.303, -1.052, 4.304], [0.104, -1.651, 5.538], [-0.950, -1.246, 6.349], [-1.809, -0.241, 5.927], [-1.619, 0.362, 4.693], [-1.898, 1.378, -4.279], [-0.885, 2.752, -6.099], [1.573, 2.782, -6.388], [3.015, 1.458, -4.878], [2.001, 0.110, -3.072], [0.673, -1.656, -4.364], [0.874, -4.052, -4.842], [-0.269, -5.702, -3.393], [-1.616, -4.927, -1.466], [-1.873, -2.538, -0.996], [3.232, -0.655, 1.760], [5.378, 0.573, 1.858], [5.789, 2.463, 0.319], [4.056, 3.138, -1.312], [1.912, 1.894, -1.423], [3.002, -1.562, -1.535], [3.700, -3.917, -1.809], [2.557, -5.701, -0.536], [0.685, -5.143, 0.988], [-0.009, -2.794, 1.282], [1.887, 1.128, 4.054], [3.515, 2.990, 4.151], [3.257, 4.936, 2.647], [1.349, 5.044, 1.069], [-0.306, 3.201, 1.005], [1.103, -1.383, 3.654], [0.764, -2.445, 5.862], [-1.108, -1.727, 7.306], [-2.641, 0.063, 6.549], [-2.303, 1.119, 4.326], [-4.430, 3.648, -0.053], [-2.972, 4.235, -0.780], [-2.789, 5.607, -1.075], [-1.629, 6.035, -1.673], [-0.628, 5.109, -1.993], [-0.868, 3.792, -1.672], [-1.986, 3.360, -1.080], [-3.580, 6.299, -0.823], [-1.498, 7.087, -1.899], [0.292, 5.403, -2.478], [-0.133, 3.021, -1.895], [-1.936, -5.530, 1.021], [-2.603, -4.323, 1.019], [-2.214, -3.324, 1.892], [-2.870, -2.104, 1.857], [-3.935, -1.822, 0.959], [-4.530, -0.522, 0.887], [-4.311, -2.905, 0.125], [-3.661, -4.131, 0.154], [-1.417, -3.505, 2.608], [-2.572, -1.335, 2.554], [-4.459, 0.056, 1.814], [-5.525, -0.455, 0.445], [-5.140, -2.774, -0.562], [-3.983, -4.940, -0.493]],
  "lowdin_charge": [1.068, -0.375, 0.734, -0.359, 0.859, -0.351, 0.736, -0.384, -0.329, -0.059, -0.057, -0.070, -0.067, -0.108, -0.293, -0.065, -0.072, -0.063, -0.049, -0.049, -0.306, -0.068, -0.061, -0.064, -0.054, -0.063, -0.302, -0.062, -0.059, -0.056, -0.045, -0.058, -0.302, -0.065, -0.073, -0.073, -0.059, -0.060, -0.324, -0.086, -0.069, -0.068, -0.057, -0.061, 0.110, 0.111, 0.106, 0.108, 0.097, 0.099, 0.108, 0.109, 0.098, 0.104, 0.123, 0.112, 0.110, 0.113, 0.087, 0.116, 0.111, 0.111, 0.112, 0.076, 0.108, 0.108, 0.106, 0.110, 0.091, 0.100, 0.107, 0.107, 0.111, 0.116, 0.447, -0.833, -0.117, -0.090, -0.096, -0.188, -0.078, 0.093, 0.101, 0.090, 0.083, -0.008, -0.325, -0.066, -0.065, -0.367, -0.240, -0.061, -0.068, 0.110, 0.076, 0.020, 0.024, 0.108, 0.115]
}